# 1
The following is a DFT calculation (ωB97M-V with the def2-TZVPD basis set) of C30H43BeCl5N3NaO10 as an isolated structure in a non-equilibrium geometry.

```
93
Properties=species:S:1:pos:R:3:forces:R:3
H 1.9604 -4.2105 -3.2457 0.03 0.10 0.14
O -2.5030 -0.8490 6.2956 -0.03 0.00 -0.01
H -0.4059 -3.5885 -4.1657 0.08 0.01 0.02
O -1.1540 0.7556 7.1339 -0.02 0.07 0.04
H -5.9147 2.0643 -0.9771 -0.36 -0.39 0.31
H -2.2542 1.6866 5.6387 0.00 -0.07 -0.05
H 1.1571 -5.4658 -2.3177 -0.14 -0.04 0.00
C 1.2474 3.2222 -1.2577 0.16 -0.30 0.08
C 3.0683 3.4069 2.3415 0.09 -0.17 -0.32
C -1.2236 1.4148 5.8656 -0.02 0.12 0.10
H -6.3171 1.3169 1.3597 0.00 0.00 -0.02
H -2.1936 -2.4318 9.6304 0.06 0.08 0.01
H 1.3171 -3.3650 0.3049 0.01 -0.01 0.02
H -7.5657 2.8607 2.8824 0.00 0.00 0.00
C -1.8503 -0.3770 7.1913 0.03 0.01 0.01
N -6.8386 3.8659 -0.7800 0.16 0.00 -0.07
H -1.4246 -3.4945 -1.8262 -0.08 -0.13 0.05
H -1.8948 -4.9549 -2.8493 -0.05 -0.74 -0.48
C 1.9244 -1.4184 -1.4647 0.10 0.24 -0.05
Be -3.0263 0.7860 -0.1588 0.37 -0.11 -0.22
H -8.3272 5.0604 1.9821 -0.01 0.01 -0.01
N 4.6653 4.8638 -1.2623 -0.13 -0.02 -0.01
C 1.7745 -3.6136 -0.6497 0.16 0.03 -0.09
C -7.3613 3.1403 1.8578 -0.02 0.05 0.00
H -3.4737 -1.9882 8.4818 0.00 -0.01 -0.09
O -0.1219 1.5837 3.1044 0.24 -0.14 -0.25
H 0.7998 4.2085 -1.3627 -0.07 0.01 -0.05
C -7.7857 4.3626 1.3596 0.03 -0.07 -0.03
Cl 2.0925 -2.5383 -6.1649 0.06 0.04 0.00
C 4.3420 -3.5513 2.1365 -0.05 0.00 0.04
C 0.6567 -2.0967 -7.0984 -0.06 -0.14 -0.04
H 0.4476 -4.9713 -4.7927 0.13 0.04 0.06
H -0.7349 -4.7787 -0.8071 -0.11 0.00 -0.03
H -0.7387 -3.0842 -0.2454 0.04 -0.01 0.02
C -0.9155 -6.8738 -3.0800 0.04 0.06 -0.05
C 4.4185 6.7827 -2.3324 0.00 0.02 0.03
C 5.0553 7.0309 -1.0825 -0.10 -0.01 -0.09
H 2.3264 3.3577 -1.1674 -0.03 0.15 -0.01
H 1.5230 -0.9134 -0.5849 0.05 -0.07 0.06
C 0.9787 2.7449 1.2534 -0.02 0.34 -0.92
O 0.2514 0.5624 1.0748 -1.98 -0.21 0.25
H 2.4577 -0.6778 -2.0598 -0.05 0.00 -0.05
C 4.1929 5.4342 -2.4175 -0.04 -0.03 0.05
H -1.8615 -5.5753 -4.4827 -0.03 0.11 -0.01
O 3.6010 2.4365 1.8838 -0.14 0.18 0.14
C -2.4022 -2.1291 8.6089 -0.03 -0.13 0.12
H 3.4661 -2.3224 -0.2049 -0.03 -0.03 0.03
Cl -3.8315 -5.3070 -1.7549 -0.11 0.30 0.32
H -1.8312 -7.4499 -2.9716 -0.03 0.01 0.05
H -0.4365 -6.8598 -2.0971 -0.03 -0.06 0.00
C -7.5017 4.6802 0.0389 -0.02 0.08 -0.03
H -0.6216 2.3148 5.9489 0.05 -0.04 0.12
C 2.8102 -2.5766 -1.0332 0.00 -0.04 0.00
H -0.2514 -7.3976 -3.7774 0.00 0.00 0.05
H 5.3757 7.9831 -0.6960 0.01 0.00 0.01
H 0.2954 -2.9847 -7.6026 -0.01 -0.03 0.04
H 4.6442 3.8854 -1.0413 0.17 -0.02 0.01
H 5.6131 5.5605 0.5122 0.09 0.09 0.11
H 4.1623 7.5108 -3.0842 0.01 0.00 -0.01
H 1.0237 -2.1252 -3.3142 -0.04 -0.05 -0.02
H 0.9248 -1.3315 -7.8159 0.03 0.07 0.08
C 0.8024 -2.0823 -2.2508 0.00 0.07 0.00
C -6.6688 2.2809 1.0189 0.01 -0.04 0.04
H 1.1685 4.3631 2.6344 0.00 0.00 0.03
C 5.1923 5.8275 -0.4457 0.00 -0.13 0.13
H 1.8422 4.6541 1.0413 0.33 0.08 0.05
H -7.8177 5.6246 -0.3873 -0.01 0.01 0.04
Cl 3.7251 4.3698 3.5860 -0.21 -0.14 0.15
O 3.1572 -3.2578 2.2847 0.00 0.01 -0.06
Cl 6.5054 5.1723 3.2005 0.36 0.16 -0.21
Cl -0.6424 -1.4885 -6.0623 -0.02 0.10 -0.03
C 0.3262 1.6496 2.0180 1.00 0.15 0.09
H 3.7470 4.8364 -3.1949 0.03 0.01 -0.04
Na -4.2644 2.2677 -2.1518 0.09 0.18 -0.15
C -0.0341 1.2347 -0.0681 0.81 0.45 -0.63
C -0.6491 -3.7386 -1.1104 0.10 0.11 -0.01
H 3.4316 -2.9282 -1.8593 -0.01 0.01 -0.01
O 4.8331 -4.6986 2.2834 0.02 0.07 -0.02
C -1.2593 -5.4798 -3.5779 0.11 0.50 0.15
H -0.1572 -1.5939 -2.1053 -0.04 -0.02 -0.09
H 1.0762 2.6187 -2.1466 -0.16 0.15 -0.10
O -0.8716 0.8994 -0.8879 0.23 -0.35 0.54
N 0.7007 -3.5043 -1.7248 0.13 -0.04 0.43
C 0.7833 2.4844 -0.0521 -0.24 -0.12 0.55
C 1.0047 -4.5094 -2.8123 0.02 0.19 -0.21
O -1.7038 -0.8978 8.4072 0.01 0.00 0.04
H -0.8218 0.7808 5.0881 -0.07 -0.12 -0.02
H -2.0419 -2.8919 7.9219 -0.05 0.03 -0.07
H 2.1488 -4.6325 -0.6147 -0.10 -0.05 0.03
O 5.2442 -2.7456 1.7857 -0.02 -0.05 0.01
C -6.4445 2.7014 -0.2775 -0.05 0.15 -0.05
C 1.7217 3.8997 1.8182 -0.59 -0.09 0.38
C -0.0541 -4.5887 -3.8967 -0.06 -0.43 -0.31
```
Positions in Å, forces in eV/Å.

## Properties
maximum force = 2.01 eV/Å
Kohn-Sham gap = 0.0593 Ha
HOMO = -0.2464 Eh



# 2
The following is a DFT calculation (ωB97M-V with the def2-TZVPD basis set) of C6H7NO3S in the gas phase in a non-equilibrium geometry.

```
18
Properties=species:S:1:pos:R:3:forces:R:3
H -1.1849 2.1901 -1.0278 0.04 -0.20 1.42
C 1.1431 -2.6943 0.1993 1.16 -1.54 -1.38
H -2.3934 -0.2986 0.7289 1.39 1.00 -1.00
O 1.0654 1.8653 0.0734 0.08 0.00 -0.56
C -1.8851 1.4151 -0.6674 -1.58 -0.91 -1.27
N 1.7386 0.8752 -0.1624 3.43 1.85 0.10
H -2.1203 1.0238 -1.6776 0.00 -0.73 0.53
H 2.9559 -1.5234 -0.1304 2.52 -0.60 -0.10
C 1.2823 -0.3680 0.0733 -7.98 -4.27 -0.99
C -0.3759 -0.7083 -0.0686 4.54 3.04 2.18
O 2.9507 0.8999 -0.5001 -1.42 0.63 0.16
H 1.5720 -3.7291 -0.0470 -1.14 1.58 0.75
S -0.5389 -2.3424 0.1128 0.87 -0.32 0.04
C -1.4734 0.3160 0.3762 -0.34 0.75 0.25
H -0.7100 1.8655 1.4345 0.28 0.06 -0.65
H -2.8989 1.8023 -0.3672 1.31 0.14 0.05
O -1.0802 0.9977 1.5890 -0.62 -1.41 0.03
C 1.9529 -1.5867 0.0609 -2.53 0.91 0.44
```
Positions in Å, forces in eV/Å.

## Properties
maximum force = 9.10 eV/Å
Kohn-Sham gap = 0.2901 Ha
HOMO = -0.3325 Eh
ΔE to the lowest compared entry with this formula, charge and spin = 4.353 eV